ORCA calculation (ωB97M-V/def2-TZVPD) on a cluster of 4 separate species, C2H6N2 in total.

Calculated values
molar mass	58.08	g mol⁻¹
gap between HOMO and LUMO	8.988	eV
ΔE to the lowest compared entry with this formula, charge and spin	7.595	eV
2S+1	1
highest occupied orbital energy	-8.279	eV
electronic energy	-189.050435	Ha

The geometry in XYZ format:
```
10
Properties=species:S:1:pos:R:3:nbo_charge:R:1
N -0.313 -0.431 0.269 -0.505
N 0.222 0.617 -0.367 -0.223
C -0.459 1.711 -0.514 -0.215
C 0.625 -1.599 0.459 -0.458
H 0.615 -1.848 1.951 0.191
H -1.509 -0.655 0.291 0.356
H 1.857 -0.869 0.141 0.277
H 0.116 -2.838 -0.239 0.209
H 0.176 2.560 -0.884 0.210
H -1.615 1.673 -0.248 0.159
```